a.
This record from the Open Molecules 2025 dataset describes 2 unconnected molecules or ions with the total composition CH3N3O. The level of theory is the ωB97M-V functional and the def2-TZVPD basis.

Each atom is followed by the atoms it is bonded to, with distances in Å.
Geometry (Å):
1 C 1.34768 -0.05588 0.10946  N2 1.191, N3 1.213
2 N 0.63317 -0.64788 0.85615  C1 1.191, H6 0.994
3 N 2.23367 0.13529 -0.69695  C1 1.213, H7 0.995
4 N -1.48218 -0.13392 -0.60411  O5 1.213, H8 1.011
5 O -2.31146 0.57287 -0.07131  N4 1.213
6 H 0.32744 -0.59852 1.80053  N2 0.994
7 H 2.47292 0.94398 -1.22494  N3 0.995
8 H -1.41987 0.00931 -1.60272  N4 1.011

## Properties
frontier orbital gap	8.8	eV
net charge	0
highest occupied orbital energy	-0.331	hartree

---

b.
This record from the Open Molecules 2025 dataset describes a single CH3N3O molecule. The level of theory is the ωB97M-V functional and the def2-TZVPD basis.

Each atom is followed by the atoms it is bonded to, with distances in Å.
Geometry (Å):
1 C -0.22675 0.55031 0.09240  N4 1.493, O5 1.482, H6 1.084, H7 1.114
2 N -1.29591 -0.31368 -1.82822  N4 1.259
3 N -2.42512 0.86189 -0.72499  O5 1.319
4 N -0.37594 -0.47359 -0.98376  C1 1.493, N2 1.259, H8 0.930
5 O -1.38850 1.43915 -0.14840  C1 1.482, N3 1.319
6 H -0.36496 -0.02360 1.00109  C1 1.084
7 H 0.48373 1.39757 -0.04599  C1 1.114
8 H -0.16834 -1.33823 -0.71290  N4 0.930

## Properties
frontier orbital gap (spin up / spin down)	8.2 / 8.9	eV
net charge	0
highest occupied orbital energy (spin up / spin down)	-0.297 / -0.329	hartree

---

c.
This record from the Open Molecules 2025 dataset describes a single CH3N3O molecule. The level of theory is the ωB97M-V functional and the def2-TZVPD basis.

Each atom is followed by the atoms it is bonded to, with distances in Å.
Geometry (Å):
1 C 0.55188 -0.50937 -0.10995  N2 1.410, N4 1.563, H6 1.159, H7 1.083
2 N -0.69483 -1.16300 -0.03524  C1 1.410, N3 1.211
3 N -1.63091 -0.40321 0.07346  N2 1.211, O5 1.302
4 N 0.14434 0.99670 -0.19872  C1 1.563, O5 1.455, H8 1.076
5 O -1.27506 0.84913 0.08313  N3 1.302, N4 1.455
6 H 1.21708 -0.77136 0.80273  C1 1.159
7 H 1.05486 -0.71916 -1.04585  C1 1.083
8 H 0.63264 1.72027 0.43044  N4 1.076

## Properties
frontier orbital gap	10.2	eV
net charge	0
highest occupied orbital energy	-0.343	hartree

---

Referenced to the most stable arrangement, the calculated values in hartree are a 0.0000; b 0.1193; c 0.0063.

---

a.
This record from the Open Molecules 2025 dataset describes a gas-phase ion, C4H7N2 (charge +1). The level of theory is the ωB97M-V functional and the def2-TZVPD basis.

Each atom is followed by the atoms it is bonded to, with distances in Å.
Geometry (Å):
1 C -0.27584 -1.63484 0.09084  C2 1.323, N5 1.342, H7 1.007
2 C -0.97774 -0.51330 0.09686  C1 1.323, C3 1.458
3 C -2.13648 0.35061 -0.09545  C2 1.458, H8 1.146, H9 1.124, H10 1.165
4 C 2.08713 0.79363 0.04427  N6 1.365, H11 1.050, H12 1.174, H13 1.257
5 N 1.02188 -1.29186 0.07768  C1 1.342, N6 1.259
6 N 1.00609 -0.03662 -0.01839  C4 1.365, N5 1.259
7 H -0.53696 -2.60634 0.05253  C1 1.007
8 H -2.14064 1.12487 0.74987  C3 1.146
9 H -2.99661 -0.36943 -0.03080  C3 1.124
10 H -1.96693 0.94152 -1.08536  C3 1.165
11 H 2.90085 0.24722 -0.33251  C4 1.050
12 H 2.22687 1.21802 1.12982  C4 1.174
13 H 1.78837 1.77651 -0.67936  C4 1.257

## Properties
frontier orbital gap (spin up / spin down)	7.0 / 6.5	eV
spin multiplicity	3
net charge	+1
highest occupied orbital energy (spin up / spin down)	-0.481 / -0.544	hartree

---

b.
This record from the Open Molecules 2025 dataset describes 2 unconnected molecules or ions with the total composition C4H7N2. The level of theory is the ωB97M-V functional and the def2-TZVPD basis.

Each atom is followed by the atoms it is bonded to, with distances in Å.
Geometry (Å):
1 C -0.97254 -0.54988 -1.37023  C2 1.541, N5 1.272, H7 1.048
2 C 0.27863 -1.07859 -0.64145  C1 1.541, N6 1.453, H8 1.095, H9 1.201
3 C -0.42730 0.70699 1.20544  C4 1.470, N6 1.503, H10 1.135, H11 1.186
4 C -0.37689 1.14917 -0.19524  C3 1.470, N5 1.329, N6 1.508
5 N -1.16135 0.69152 -1.16567  C1 1.272, C4 1.329
6 N 0.52722 0.03203 0.26158  C2 1.453, C3 1.503, C4 1.508, H13 1.035
7 H -1.46271 -1.23291 -1.99577  C1 1.048
8 H 0.15787 -2.10746 -0.28614  C2 1.095
9 H 1.20565 -0.92546 -1.38919  C2 1.201
10 H -0.12177 1.33082 2.10267  C3 1.135
11 H -1.38454 0.04502 1.43518  C3 1.186
12 H 0.78989 2.61140 -0.47556  no bonds
13 H 1.52493 0.13727 0.51654  N6 1.035

## Properties
frontier orbital gap (spin up / spin down)	8.1 / 8.4	eV
spin multiplicity	3
net charge	+1
highest occupied orbital energy (spin up / spin down)	-0.454 / -0.588	hartree

---

Referenced to the most stable arrangement, the calculated values in hartree are a 0.0000; b 0.0132.

---

a.
This record from the Open Molecules 2025 dataset describes 2 unconnected molecules or ions with the total composition C4H7N2. The level of theory is the ωB97M-V functional and the def2-TZVPD basis.

Each atom is followed by the atoms it is bonded to, with distances in Å.
Geometry (Å):
1 C -1.92256 -1.06478 -1.28031  C2 1.274, N6 1.430, H7 1.019
2 C -2.32599 -0.30692 -0.33921  C1 1.274, C3 1.493, N6 1.723
3 C -1.40743 -0.52281 0.81753  C2 1.493, N6 1.462, H8 1.097, H9 1.050
4 C 2.17477 0.82511 0.30148  N5 1.366, H10 1.084, H11 1.156, H12 1.053
5 N 0.81437 0.73658 0.21249  C4 1.366, H13 0.948
6 N -0.82612 -1.15443 -0.36632  C1 1.430, C2 1.723, C3 1.462
7 H -1.88762 -1.23039 -2.28476  C1 1.019
8 H -0.83473 0.35266 1.14852  C3 1.097
9 H -1.68956 -1.15346 1.60852  C3 1.050
10 H 2.57292 -0.03422 -0.22680  C4 1.084
11 H 2.54752 1.70735 -0.34650  C4 1.156
12 H 2.42381 0.82321 1.32498  C4 1.053
13 H 0.36062 1.02209 -0.56964  N5 0.948

## Properties
frontier orbital gap (spin up / spin down)	7.1 / 6.4	eV
spin multiplicity	3
net charge	+1
highest occupied orbital energy (spin up / spin down)	-0.501 / -0.505	hartree

---

b.
This record from the Open Molecules 2025 dataset describes a gas-phase ion, C4H7N2 (charge +1). The level of theory is the ωB97M-V functional and the def2-TZVPD basis.

Each atom is followed by the atoms it is bonded to, with distances in Å.
Geometry (Å):
1 C -0.44148 0.71721 1.24568  C3 1.643, N5 1.230, H7 1.158
2 C 1.55627 1.16919 0.24181  N5 1.207, H8 1.086, H9 1.077
3 C -1.03041 -0.11472 -0.04232  C1 1.643, C4 1.429, N6 1.464, H10 1.124
4 C -0.26561 -0.16577 -1.24802  C3 1.429, N6 1.456, H11 1.100
5 N 0.72205 1.09192 1.11123  C1 1.230, C2 1.207
6 N -0.41188 -1.37658 -0.45198  C3 1.464, C4 1.456, H12 0.995, H13 1.015
7 H -0.87418 0.64188 2.31674  C1 1.158
8 H 2.10905 0.28727 -0.06918  C2 1.086
9 H 1.88515 2.09210 -0.20450  C2 1.077
10 H -2.12828 -0.28010 0.13223  C3 1.124
11 H -0.38026 -0.19899 -2.34179  C4 1.100
12 H 0.36538 -1.78928 0.01242  N6 0.995
13 H -1.10580 -2.07413 -0.70232  N6 1.015

## Properties
frontier orbital gap (spin up / spin down)	6.9 / 8.2	eV
spin multiplicity	3
net charge	+1
highest occupied orbital energy (spin up / spin down)	-0.387 / -0.549	hartree

---

Referenced to the most stable arrangement, the calculated values in hartree are a 0.0694; b 0.0000.